Computed, not measured: a structure of composition C17H14AgN3OS3, with the ωB97M-V functional and the def2-TZVPD basis.

As for the orbital gap (alpha / beta): 0.153 / 0.239 Eh. The HOMO energy (alpha / beta) is -1.666 / -4.005 eV.

The geometry in ORCA input format:
```
! wB97M-V def2-TZVPD RIJCOSX def2/J DEFGRID3
* xyz -1 2
Ag -0.727 -0.811 0.209
O -0.915 -0.207 2.511
N -1.348 0.987 2.822
C -1.614 1.209 4.133
C -2.065 2.411 4.603
C -2.261 3.446 3.685
C -1.996 3.214 2.362
C -1.529 1.971 1.877
S -1.194 1.722 0.219
H -1.431 0.343 4.750
H -2.260 2.528 5.659
H -2.618 4.415 4.009
H -2.137 3.987 1.620
S 3.848 -1.940 -1.428
C 2.119 -1.844 -1.272
N 1.684 -1.070 -0.353
C 2.730 -0.477 0.347
C 2.569 0.403 1.415
C 3.704 0.909 2.014
C 4.984 0.549 1.563
C 5.151 -0.323 0.508
C 4.004 -0.837 -0.100
H 1.454 -2.419 -1.908
H 1.568 0.658 1.745
H 3.606 1.594 2.846
H 5.857 0.963 2.053
H 6.140 -0.598 0.165
S -1.352 -2.866 -1.100
C -1.846 -2.277 -2.676
N -2.138 -0.918 -2.801
C -2.612 -0.367 -3.993
C -2.727 -1.150 -5.101
C -2.399 -2.517 -5.046
C -1.970 -3.055 -3.788
H -2.103 -0.362 -1.964
H -2.866 0.681 -3.961
H -3.086 -0.700 -6.019
H -2.485 -3.147 -5.920
H -1.738 -4.107 -3.686
*
```

Okay, here come the Löwdin numbers, in e, for every atom: atom 1 (Ag): 0.3875, atom 2 (O): -0.2481, atom 3 (N): -0.2456, atom 4 (C): -0.0488, atom 5 (C): -0.0939, atom 6 (C): -0.1076, atom 7 (C): -0.1251, atom 8 (C): -0.7151, atom 9 (S): 0.5285, atom 10 (H): 0.1252, atom 11 (H): 0.0932, atom 12 (H): 0.0958, atom 13 (H): 0.0904, atom 14 (S): 1.0282, atom 15 (C): -0.4567, atom 16 (N): -0.0093, atom 17 (C): -0.3062, atom 18 (C): -0.0036, atom 19 (C): -0.0835, atom 20 (C): -0.1048, atom 21 (C): -0.1040, atom 22 (C): -0.4859, atom 23 (H): 0.0532, atom 24 (H): 0.0921, atom 25 (H): 0.0987, atom 26 (H): 0.0952, atom 27 (H): 0.1003, atom 28 (S): 0.4347, atom 29 (C): -0.7898, atom 30 (N): -0.0175, atom 31 (C): -0.1429, atom 32 (C): -0.1652, atom 33 (C): -0.1472, atom 34 (C): -0.1815, atom 35 (H): 0.0452, atom 36 (H): 0.0925, atom 37 (H): 0.0822, atom 38 (H): 0.0632, atom 39 (H): 0.0764

***

Computed, not measured: a structure of composition C4H5NO2, with the ωB97M-V functional and the def2-TZVPD basis.

As for the orbital gap: 0.332 Eh. The HOMO energy is -8.568 eV.

The geometry in ORCA input format:
```
! wB97M-V def2-TZVPD RIJCOSX def2/J DEFGRID3
* xyz 0 1
O -0.376 0.396 2.606
C -0.229 0.089 1.388
N -0.093 0.931 0.358
C -0.165 0.547 -1.030
C 0.798 -0.565 -1.419
O 1.702 -0.949 -0.729
C -0.126 -1.236 1.792
H 0.069 1.897 0.601
H 0.087 1.419 -1.647
H -1.184 0.254 -1.321
H 0.595 -0.999 -2.421
H -1.084 -1.754 1.896
*
```

Okay, here come the Löwdin numbers, in e, for every atom: atom 1 (O): 0.0392, atom 2 (C): -0.5906, atom 3 (N): 0.0859, atom 4 (C): -0.1371, atom 5 (C): -0.2407, atom 6 (O): 0.0769, atom 7 (C): 0.1889, atom 8 (H): 0.1572, atom 9 (H): 0.1333, atom 10 (H): 0.1264, atom 11 (H): 0.1227, atom 12 (H): 0.0379

***

Computed, not measured: a structure of composition C13H21NO4, with the ωB97M-V functional and the def2-TZVPD basis.

As for the orbital gap: 0.311 Eh. The HOMO energy is -7.665 eV.

The geometry in ORCA input format:
```
! wB97M-V def2-TZVPD RIJCOSX def2/J DEFGRID3
* xyz 0 1
C 2.774 2.006 -1.831
H 3.730 2.026 -1.647
O 1.834 1.395 -0.845
C 2.235 0.171 -0.468
C 1.519 -0.223 0.425
C 1.738 -1.495 1.163
C 2.764 -2.266 0.686
C 3.377 -2.066 -0.536
C 3.252 -0.796 -1.038
H 3.822 -0.352 -1.842
H 4.105 -2.802 -0.745
H 2.769 -3.570 0.993
O 0.990 -1.996 2.024
C -0.228 -1.464 2.794
C -1.449 -1.801 1.797
O -1.211 -1.181 0.700
C -2.430 -1.177 -0.240
C -3.341 -0.054 -0.025
N -3.134 0.990 -0.794
H -2.901 0.866 -1.655
C -1.690 1.548 -0.410
C -1.250 2.818 -0.945
O -0.189 3.385 -0.557
H 0.589 2.786 -0.443
H -2.223 3.360 -1.156
H -1.333 2.601 -2.205
H -0.835 1.028 -0.518
H -1.936 1.761 0.774
H -3.403 0.204 1.068
H -4.400 -0.324 -0.407
H -3.075 -2.367 0.065
H -2.089 -1.475 -1.344
H -2.348 -1.296 2.459
H -1.528 -2.757 1.795
H 0.024 -0.304 2.740
H -0.423 -1.929 3.868
H 0.723 0.324 0.901
H 2.491 3.085 -1.813
H 2.681 1.342 -2.786
*
```

Okay, here come the Löwdin numbers, in e, for every atom: atom 1 (C): -0.0018, atom 2 (H): 0.0169, atom 3 (O): -0.1075, atom 4 (C): -0.3394, atom 5 (C): 0.0031, atom 6 (C): -0.3427, atom 7 (C): -0.0595, atom 8 (C): -0.1181, atom 9 (C): 0.0005, atom 10 (H): 0.0793, atom 11 (H): 0.0903, atom 12 (H): 0.1940, atom 13 (O): -0.0349, atom 14 (C): 0.0063, atom 15 (C): -0.3324, atom 16 (O): -0.1597, atom 17 (C): -0.0997, atom 18 (C): -0.3751, atom 19 (N): -0.0093, atom 20 (H): 0.0268, atom 21 (C): -0.1683, atom 22 (C): -0.4722, atom 23 (O): 0.0293, atom 24 (H): 0.1015, atom 25 (H): 0.1307, atom 26 (H): 0.1595, atom 27 (H): 0.0520, atom 28 (H): 0.1819, atom 29 (H): 0.1378, atom 30 (H): 0.1571, atom 31 (H): 0.2004, atom 32 (H): 0.1612, atom 33 (H): 0.1714, atom 34 (H): 0.0516, atom 35 (H): 0.1517, atom 36 (H): 0.1576, atom 37 (H): 0.1142, atom 38 (H): 0.1101, atom 39 (H): 0.1353

***

Computed, not measured: an isolated molecule of C20H28N4O4, with the ωB97M-V functional and the def2-TZVPD basis.

As for the SMILES: CC(C)C(=O)N(C)CC(=O)N1C[C@H](CNC(=O)c2cnoc2C2CC2)[C@H]2C[C@H]21. As for the orbital gap: 0.344 Eh. The HOMO energy is -9.059 eV.

The geometry in ORCA input format:
```
! wB97M-V def2-TZVPD RIJCOSX def2/J DEFGRID3
* xyz 0 1
C 4.526 -2.815 4.427
C 3.337 -1.864 4.394
C 3.476 -0.772 5.457
C 2.055 -2.647 4.653
O 2.052 -3.614 5.395
N 0.902 -2.188 4.075
C -0.309 -2.978 4.179
C 0.844 -1.075 3.170
C 1.131 -1.481 1.721
O 1.592 -2.572 1.438
N 0.839 -0.539 0.794
C 0.972 -0.783 -0.638
C -0.134 0.074 -1.271
C 0.296 0.636 -2.620
N -0.763 1.350 -3.308
C -0.873 2.704 -3.265
O -0.095 3.414 -2.650
C -2.003 3.296 -4.020
C -2.167 4.690 -4.262
N -3.254 4.943 -4.921
O -3.854 3.709 -5.138
C -3.096 2.741 -4.610
C -3.597 1.360 -4.742
C -4.325 0.957 -5.988
C -2.954 0.418 -5.738
C -0.411 1.163 -0.232
C -1.258 0.808 0.957
C 0.240 0.745 1.051
H 4.423 -3.596 3.674
H 5.447 -2.263 4.231
H 4.604 -3.298 5.400
H 3.299 -1.408 3.403
H 2.637 -0.072 5.451
H 3.522 -1.224 6.449
H 4.393 -0.203 5.299
H -0.118 -3.811 4.847
H -1.128 -2.374 4.579
H -0.595 -3.364 3.197
H -0.150 -0.623 3.230
H 1.547 -0.292 3.458
H 1.956 -0.450 -0.988
H 0.882 -1.849 -0.839
H -1.034 -0.533 -1.417
H 1.128 1.329 -2.486
H 0.641 -0.175 -3.264
H -1.423 0.830 -3.861
H -1.509 5.488 -3.959
H -3.942 0.922 -3.812
H -5.168 0.291 -5.876
H -4.444 1.706 -6.757
H -2.144 0.806 -6.341
H -2.851 -0.622 -5.458
H -0.378 2.193 -0.555
H -1.772 1.612 1.466
H -1.788 -0.137 0.952
H 0.796 1.436 1.671
*
```

Okay, here come the Löwdin numbers, in e, for every atom: atom 1 (C): -0.0618, atom 2 (C): -0.3468, atom 3 (C): -0.0542, atom 4 (C): -0.4317, atom 5 (O): 0.0625, atom 6 (N): -0.0944, atom 7 (C): -0.0240, atom 8 (C): -0.0818, atom 9 (C): -0.4229, atom 10 (O): 0.0815, atom 11 (N): -0.0095, atom 12 (C): -0.0715, atom 13 (C): -0.2295, atom 14 (C): -0.1398, atom 15 (N): 0.0979, atom 16 (C): -0.4364, atom 17 (O): 0.0610, atom 18 (C): -0.0601, atom 19 (C): -0.0676, atom 20 (N): 0.0921, atom 21 (O): 0.0178, atom 22 (C): -0.1968, atom 23 (C): -0.2173, atom 24 (C): -0.0912, atom 25 (C): -0.1062, atom 26 (C): -0.1623, atom 27 (C): -0.0353, atom 28 (C): -0.2136, atom 29 (H): 0.0867, atom 30 (H): 0.0797, atom 31 (H): 0.0814, atom 32 (H): 0.1204, atom 33 (H): 0.0726, atom 34 (H): 0.0902, atom 35 (H): 0.0805, atom 36 (H): 0.0853, atom 37 (H): 0.0900, atom 38 (H): 0.0949, atom 39 (H): 0.1296, atom 40 (H): 0.1207, atom 41 (H): 0.1377, atom 42 (H): 0.1287, atom 43 (H): 0.1457, atom 44 (H): 0.1328, atom 45 (H): 0.1317, atom 46 (H): 0.1068, atom 47 (H): 0.1312, atom 48 (H): 0.1508, atom 49 (H): 0.1080, atom 50 (H): 0.1112, atom 51 (H): 0.1155, atom 52 (H): 0.1051, atom 53 (H): 0.1318, atom 54 (H): 0.1062, atom 55 (H): 0.1152, atom 56 (H): 0.1511

***

Computed, not measured: a structure of composition C48H77FGeN5O4PS2Si3Y, with the ωB97M-V functional and the def2-TZVPD basis.

As for the orbital gap (alpha / beta): 0.159 / 0.185 Eh. The HOMO energy (alpha / beta) is -0.575 / -1.305 eV.

The geometry in ORCA input format:
```
! wB97M-V def2-TZVPD RIJCOSX def2/J DEFGRID3
* xyz -2 2
Y -0.660 0.534 1.262
C 4.628 0.009 3.961
S 3.399 -1.329 3.930
C 2.022 -0.508 3.155
S 0.825 -1.542 2.479
N 2.035 0.776 3.194
N 1.068 1.443 2.505
C 0.748 2.634 2.990
C -0.136 3.499 2.291
C -0.369 4.784 2.790
C -1.135 5.658 2.022
C -1.598 5.259 0.796
C -1.340 3.939 0.304
N -0.676 3.048 1.118
H 5.448 -0.323 4.593
H 4.146 0.892 4.364
H 4.982 0.200 2.950
H 1.190 2.969 3.926
H 0.053 5.091 3.737
H -1.323 6.669 2.370
H -2.096 5.967 0.155
H -1.094 2.664 -1.362
C -3.105 -2.889 -3.303
Si -1.873 -1.741 -2.386
C -1.738 -0.228 -3.553
C -0.220 -2.704 -2.457
Ge -2.358 -1.074 -0.136
Si -4.467 0.065 -0.302
C -4.429 1.581 -1.457
C -5.897 -1.042 -0.944
C -5.005 0.714 1.404
Si -2.856 -3.159 0.988
C -4.076 -4.340 0.084
C -1.284 -4.221 1.214
C -3.644 -2.819 2.687
H -2.960 -2.849 -4.381
H -4.129 -2.592 -3.093
H -2.994 -3.927 -2.997
H -1.267 -0.473 -4.504
H -1.175 0.580 -3.089
H -2.731 0.157 -3.775
H 0.039 -3.030 -3.464
H -0.280 -3.592 -1.830
H 0.583 -2.082 -2.066
H -4.155 1.316 -2.476
H -3.698 2.305 -1.104
H -5.396 2.082 -1.500
H -5.742 -1.317 -1.985
H -6.861 -0.541 -0.876
H -5.956 -1.960 -0.364
H -4.151 1.099 1.960
H -5.443 -0.073 2.015
H -5.735 1.519 1.326
H -3.852 -4.397 -0.978
H -5.105 -4.003 0.187
H -4.021 -5.349 0.492
H -0.926 -4.608 0.261
H -1.462 -5.066 1.877
H -0.478 -3.637 1.653
H -4.680 -2.499 2.590
H -3.111 -2.011 3.181
H -3.620 -3.686 3.346
F -0.828 -5.033 4.851
C -1.422 -4.055 5.569
C -1.198 -2.758 5.255
N -1.735 -1.737 5.987
C -1.485 -0.360 5.601
C -2.380 0.097 4.376
O -3.588 0.110 4.541
O -1.726 0.445 3.353
C -2.519 -1.987 7.089
O -2.948 -1.133 7.840
N -2.759 -3.326 7.332
C -2.259 -4.448 6.666
O -2.547 -5.573 7.043
H -0.565 -2.480 4.421
H -0.433 -0.231 5.340
H -1.755 0.267 6.449
H -3.346 -3.521 8.131
C 3.228 -0.691 -5.706
C 2.825 -1.893 -4.859
C 3.246 -1.706 -3.396
C 3.001 -0.276 -2.874
C 1.986 0.415 -3.787
C 2.519 0.582 -5.211
P 2.310 -0.211 -1.103
C 3.379 -1.418 -0.133
C 4.887 -1.450 -0.434
C 5.474 -2.854 -0.264
C 4.932 -3.498 1.006
C 3.414 -3.715 0.911
C 2.775 -2.828 -0.162
C 3.009 1.426 -0.470
C 1.983 2.526 -0.781
C 2.537 3.900 -0.440
C 3.713 4.254 -1.363
C 4.387 2.994 -1.921
C 4.425 1.879 -0.878
H 2.981 -0.880 -6.754
H 4.313 -0.563 -5.649
H 3.291 -2.802 -5.251
H 1.745 -2.032 -4.928
H 4.309 -1.949 -3.311
H 2.692 -2.425 -2.795
H 3.938 0.289 -2.908
H 1.712 1.394 -3.397
H 1.077 -0.186 -3.802
H 3.212 1.427 -5.256
H 1.678 0.828 -5.866
H 3.236 -1.066 0.895
H 5.405 -0.774 0.252
H 5.090 -1.111 -1.451
H 6.564 -2.783 -0.217
H 5.221 -3.469 -1.131
H 5.149 -2.838 1.848
H 5.438 -4.447 1.197
H 2.954 -3.488 1.871
H 3.183 -4.757 0.680
H 1.701 -2.760 0.023
H 2.914 -3.292 -1.139
H 2.998 1.274 0.618
H 1.080 2.341 -0.195
H 1.698 2.511 -1.834
H 2.854 3.886 0.605
H 1.744 4.643 -0.530
H 4.445 4.849 -0.811
H 3.364 4.868 -2.197
H 5.406 3.229 -2.244
H 3.843 2.646 -2.802
H 4.938 2.259 0.010
H 5.024 1.049 -1.255
C -1.603 3.561 -1.013
C -2.324 4.296 -2.003
C -3.421 5.142 -1.717
C -3.999 5.934 -2.685
C -3.557 5.889 -4.002
C -2.571 4.967 -4.335
C -1.984 4.180 -3.368
H -3.847 5.123 -0.722
H -4.824 6.590 -2.421
H -3.996 6.539 -4.749
H -2.244 4.883 -5.365
H -1.221 3.467 -3.653
*
```

Löwdin population analysis, charges in e, atoms 1 to 99: atom 1 (Y): 1.1442, atom 2 (C): -0.4079, atom 3 (S): 0.7867, atom 4 (C): -1.1403, atom 5 (S): 0.5370, atom 6 (N): -0.0977, atom 7 (N): -0.2157, atom 8 (C): -0.1576, atom 9 (C): -0.3414, atom 10 (C): -0.0892, atom 11 (C): -0.1197, atom 12 (C): -0.0662, atom 13 (C): -0.3035, atom 14 (N): -0.0112, atom 15 (H): 0.0169, atom 16 (H): 0.0164, atom 17 (H): 0.0178, atom 18 (H): 0.1058, atom 19 (H): 0.0856, atom 20 (H): 0.0901, atom 21 (H): 0.0781, atom 22 (H): 0.0762, atom 23 (C): -0.2282, atom 24 (Si): 0.3110, atom 25 (C): -0.2319, atom 26 (C): -0.2307, atom 27 (Ge): 0.4663, atom 28 (Si): 0.3136, atom 29 (C): -0.2131, atom 30 (C): -0.2243, atom 31 (C): -0.2209, atom 32 (Si): 0.3334, atom 33 (C): -0.2185, atom 34 (C): -0.2282, atom 35 (C): -0.2039, atom 36 (H): 0.0154, atom 37 (H): -0.0016, atom 38 (H): 0.0038, atom 39 (H): 0.0165, atom 40 (H): 0.0017, atom 41 (H): 0.0075, atom 42 (H): 0.0204, atom 43 (H): 0.0116, atom 44 (H): -0.0419, atom 45 (H): 0.0067, atom 46 (H): -0.0074, atom 47 (H): 0.0281, atom 48 (H): 0.0012, atom 49 (H): 0.0159, atom 50 (H): -0.0054, atom 51 (H): 0.0034, atom 52 (H): 0.0163, atom 53 (H): 0.0214, atom 54 (H): -0.0099, atom 55 (H): 0.0015, atom 56 (H): 0.0167, atom 57 (H): 0.0082, atom 58 (H): 0.0201, atom 59 (H): -0.0542, atom 60 (H): 0.0242, atom 61 (H): -0.0093, atom 62 (H): 0.0232, atom 63 (F): 0.0657, atom 64 (C): -0.1852, atom 65 (C): 0.0492, atom 66 (N): 0.0184, atom 67 (C): -0.0234, atom 68 (C): -0.6497, atom 69 (O): 0.0374, atom 70 (O): -0.1842, atom 71 (C): -0.4676, atom 72 (O): 0.0701, atom 73 (N): 0.2089, atom 74 (C): -0.4133, atom 75 (O): 0.0576, atom 76 (H): 0.0733, atom 77 (H): 0.1206, atom 78 (H): 0.1230, atom 79 (H): 0.1606, atom 80 (C): -0.2014, atom 81 (C): -0.2051, atom 82 (C): -0.1995, atom 83 (C): -0.4162, atom 84 (C): -0.2334, atom 85 (C): -0.1849, atom 86 (P): 1.1454, atom 87 (C): -0.4316, atom 88 (C): -0.1993, atom 89 (C): -0.2078, atom 90 (C): -0.2006, atom 91 (C): -0.1961, atom 92 (C): -0.2523, atom 93 (C): -0.4260, atom 94 (C): -0.2488, atom 95 (C): -0.1769, atom 96 (C): -0.1937, atom 97 (C): -0.2064, atom 98 (C): -0.1971, atom 99 (H): 0.0987

***

no.,strongest force on any atom (eV/Å)
1,0.528
2,0.575
3,14.938
4,0.170
5,3.085